Entry from the Open Molecules 2025 dataset: a structure of composition C3H3MgNaO4 (wB97M-V/def2-TZVPD).

The geometry in XYZ format:
```
12
Properties=species:S:1:pos:R:3
H -1.56013 -1.13494 0.72023
C -1.95890 -0.32630 -0.34930
C -0.53870 -0.67704 -0.20910
O 0.20398 0.31880 0.26971
C 1.59914 0.18432 0.42403
O 2.06726 -0.92923 0.68174
O 2.22149 1.24723 0.30662
O -2.32199 0.89679 -0.32151
Mg 4.02552 0.09768 0.76826
H -2.42991 -1.04772 -1.05797
H -0.07144 -1.33452 -0.95399
Na -1.23632 2.70493 -0.27872
```

Calculated values
net charge	+1
electronic energy	-21203.6996	eV
strongest force on any atom	4.722	eV/Å
HOMO-LUMO gap (spin up / spin down)	0.2306 / 0.3571	Eh
spin multiplicity	2
energy above the lowest of the compared OMol25 structures with the same formula, charge and spin	24.21	kcal/mol